Record 1
This record from OMol25 describes C45H45LaN8O8PS2 as an isolated structure at a distorted geometry. The level of theory is wB97M-V/def2-TZVPD.

Geometry as XYZ:
```
110
Properties=species:S:1:pos:R:3:forces:R:3:lowdin_charge:R:1
La -0.4928 0.8381 0.5584 0.83 -0.68 0.76 1.98
O 4.1806 4.7372 4.8317 -0.01 0.37 -0.19 -0.03
C 3.9407 3.5418 5.0445 0.13 0.05 0.12 -0.72
O 4.4281 2.7612 5.8781 0.00 -0.38 0.24 -0.05
C 2.8725 2.9193 4.1293 -0.20 -0.02 -0.25 -0.08
C 2.1835 1.7715 4.5054 0.08 -0.02 -0.03 0.01
C 1.2562 1.2205 3.6473 0.01 0.06 0.00 -0.18
N 0.9686 1.7534 2.4544 0.15 0.20 0.04 -0.06
C 1.5918 2.8934 2.1025 0.12 0.15 0.02 -0.18
C 2.5498 3.4900 2.9000 -0.04 -0.07 0.05 0.07
C 1.1420 3.5409 0.7940 -0.41 -0.24 0.11 -0.58
O 1.7841 4.4413 0.2970 0.07 0.14 0.01 0.07
O 0.0306 3.0421 0.3158 0.71 0.65 0.08 -0.26
H 2.4063 1.3264 5.4636 0.04 -0.06 0.06 0.11
H 0.6956 0.3300 3.9091 0.04 0.03 -0.03 0.05
H 3.0314 4.4033 2.5872 0.01 0.05 -0.01 0.13
C 1.1042 -2.4892 4.9864 -0.06 -0.04 0.03 -0.09
C 0.0164 -2.9922 4.0289 0.25 0.21 0.06 -0.67
C -1.3302 -2.4702 4.5422 -0.03 0.01 -0.01 -0.11
C -0.0291 -4.5194 4.0901 0.00 -0.04 -0.07 -0.08
P 0.2686 -2.2450 2.3013 -0.37 -0.12 0.04 1.13
C -0.9831 -3.2580 1.4186 0.03 -0.10 -0.11 -0.40
C -0.7607 -4.4655 0.7584 -0.05 0.08 0.02 -0.10
C -1.7939 -5.1282 0.1112 -0.02 0.04 0.03 -0.08
C -3.0774 -4.6015 0.1213 0.02 -0.02 -0.01 -0.09
C -3.3193 -3.4053 0.7787 0.01 -0.01 0.03 -0.07
C -2.2803 -2.7457 1.4143 -0.01 0.10 -0.02 -0.14
C 1.9719 -2.6776 1.6612 0.16 0.02 0.00 -0.69
C 2.5723 -4.0274 2.0682 0.02 0.00 -0.08 -0.09
C 2.9062 -1.5680 2.1789 0.03 0.10 -0.05 -0.10
C 1.9706 -2.5597 0.1296 0.00 0.06 0.00 -0.10
H 0.9176 -2.9113 5.9767 -0.01 0.00 0.04 0.09
H 1.0989 -1.4063 5.0908 -0.02 0.10 -0.04 0.07
H 2.1041 -2.7895 4.6883 0.08 -0.08 -0.02 0.06
H -1.3972 -2.6900 5.6095 -0.04 -0.03 0.07 0.09
H -2.1695 -2.9597 4.0492 -0.02 -0.01 -0.04 0.07
H -1.4415 -1.3943 4.4125 0.04 0.03 0.00 0.01
H -0.3291 -4.7994 5.1021 -0.01 -0.06 0.07 0.09
H 0.9337 -4.9861 3.8946 0.03 0.02 -0.02 0.06
H -0.7624 -4.9404 3.4016 0.00 0.04 0.01 0.07
H 0.2262 -4.8971 0.7296 0.11 -0.05 0.02 0.08
H -1.5918 -6.0592 -0.4016 0.00 -0.03 -0.03 0.10
H -3.8804 -5.1175 -0.3883 -0.02 0.00 -0.02 0.10
H -4.3075 -2.9657 0.7753 -0.03 0.01 0.00 0.11
H -2.4805 -1.7896 1.8901 0.00 0.01 0.01 0.09
H 2.7583 -4.0909 3.1378 -0.01 0.04 0.06 0.06
H 3.5377 -4.1373 1.5671 0.03 0.00 -0.01 0.09
H 1.9601 -4.8811 1.7871 -0.06 -0.03 -0.04 0.06
H 2.9349 -1.4905 3.2633 0.00 -0.03 0.05 0.06
H 2.6272 -0.5838 1.7945 -0.03 -0.06 -0.01 0.07
H 3.9217 -1.7721 1.8318 0.03 0.00 -0.01 0.09
H 1.3151 -3.2776 -0.3570 -0.03 -0.06 -0.03 0.06
H 2.9913 -2.7279 -0.2201 0.03 0.00 -0.04 0.09
H 1.6838 -1.5639 -0.2205 -0.01 -0.04 0.08 0.05
O -3.9163 2.6012 -0.6830 0.05 -0.01 0.03 -0.27
S -3.9366 1.4215 0.1296 0.28 0.00 0.05 0.61
O -3.9206 0.1461 -0.5518 0.00 0.03 -0.10 -0.32
N -2.7398 1.3961 1.2828 -1.48 0.12 0.21 -0.32
C -3.2376 1.3793 2.5451 -0.41 0.00 -0.79 -0.84
S -2.3642 1.0929 3.9044 0.21 0.09 0.06 0.73
C -4.7321 1.5686 2.5417 0.40 -0.06 0.39 -0.23
C -5.5667 1.7633 3.6313 -0.02 -0.07 -0.07 -0.02
C -6.9220 1.9258 3.3919 0.03 -0.02 -0.09 -0.06
C -7.4325 1.8838 2.0926 0.00 0.00 0.01 -0.07
C -6.5965 1.6876 1.0029 0.02 -0.06 0.28 -0.03
C -5.2484 1.5325 1.2719 -0.49 0.13 -0.14 -0.24
H -5.1493 1.7846 4.6276 0.01 0.01 0.05 0.10
H -7.5953 2.0887 4.2217 -0.04 0.01 0.03 0.10
H -8.4935 2.0166 1.9314 -0.04 -0.01 0.01 0.10
H -6.9815 1.6539 -0.0042 0.00 0.04 -0.10 0.12
N -1.5146 -1.4323 -5.3312 0.04 0.02 -0.06 0.17
C -1.6746 -1.1630 -4.0083 0.17 -0.11 -0.29 -0.49
N -2.5755 -0.2437 -3.6592 -0.04 -0.08 0.22 0.22
N -0.9403 -1.8879 -3.1810 -0.35 0.25 0.37 0.14
C -0.9933 -1.5629 -1.9102 0.45 -0.20 -0.42 -0.30
N -0.8799 -1.2743 -0.7957 -0.37 -0.57 -0.13 0.05
H -1.7514 -0.7144 -5.9974 0.04 -0.06 0.05 0.10
H -0.6866 -1.9691 -5.5480 -0.07 0.12 0.03 0.10
H -2.9811 0.3486 -4.3604 -0.03 0.03 0.02 0.12
H -2.6377 0.0768 -2.6950 0.04 0.03 -0.13 0.08
O -1.2622 1.4727 -1.7542 -0.07 0.36 0.05 -0.15
C -0.1046 1.5048 -2.2253 -0.26 -0.28 0.15 -0.62
N 0.1964 2.0502 -3.4297 -0.07 -0.02 -0.08 0.18
C 1.6075 1.8588 -3.6941 0.26 -0.01 -0.19 -0.27
C 2.0351 1.0723 -2.4201 -0.06 0.14 0.22 -0.44
O 3.1596 0.6764 -2.2297 0.17 -0.14 -0.01 0.09
N 0.9531 0.9317 -1.6004 -0.02 0.01 -0.39 0.07
C 1.7377 1.0210 -4.9585 0.06 0.00 -0.05 -0.15
C 1.2099 1.5348 -6.1428 0.00 0.07 0.03 -0.05
C 1.2300 0.7993 -7.3124 0.01 -0.08 -0.04 -0.09
C 1.7859 -0.4770 -7.3196 -0.04 0.03 0.01 -0.11
C 2.3179 -0.9919 -6.1499 -0.04 0.01 0.01 -0.08
C 2.2960 -0.2476 -4.9734 0.04 -0.02 -0.08 -0.01
C 2.3747 3.1686 -3.7264 -0.12 0.01 -0.02 -0.14
C 2.0663 4.1413 -2.7801 0.07 0.00 -0.01 -0.01
C 2.7665 5.3351 -2.7541 0.01 0.01 -0.03 -0.06
C 3.7746 5.5699 -3.6788 0.00 0.00 0.01 -0.09
C 4.0983 4.5928 -4.6069 0.01 0.01 0.01 -0.08
C 3.4042 3.3911 -4.6270 0.12 0.02 -0.07 -0.03
H -0.3119 2.8592 -3.7443 -0.04 0.03 -0.01 0.16
H 0.7962 2.5366 -6.1477 -0.03 0.01 0.01 0.12
H 0.8227 1.2217 -8.2217 -0.01 0.01 -0.03 0.10
H 1.8106 -1.0549 -8.2338 0.01 -0.02 -0.03 0.10
H 2.7611 -1.9783 -6.1433 0.03 -0.05 -0.01 0.10
H 2.7352 -0.6506 -4.0739 0.01 -0.04 0.07 0.11
H 1.3191 3.9642 -2.0181 -0.07 0.01 0.03 0.10
H 2.5312 6.0634 -1.9919 -0.01 0.02 0.06 0.11
H 4.3200 6.5041 -3.6623 0.02 0.02 0.01 0.10
H 4.9020 4.7588 -5.3114 0.03 0.01 -0.04 0.10
H 3.6789 2.6250 -5.3395 -0.01 -0.01 -0.03 0.11
```
Positions in Å, forces in eV/Å.

## Properties
**Net charge**: -1
**HOMO-LUMO gap**: 6.6 eV
**HOMO energy**: -5.14 eV



Record 2
This record from OMol25 describes C45H46AlBrF3N3O4 as an isolated structure. The level of theory is wB97M-V/def2-TZVPD.

Geometry as XYZ:
```
103
Properties=species:S:1:pos:R:3:forces:R:3:lowdin_charge:R:1
Al 0.6750 -0.2925 -0.5489 0.35 0.20 0.30 0.24
C 0.9587 5.7194 1.1128 0.04 -0.01 0.04 -0.05
O 0.6426 6.2027 -0.1946 0.00 0.01 -0.11 -0.10
C 1.6698 6.0723 -1.0998 0.01 -0.02 0.04 -0.24
C 2.4478 7.1688 -1.4272 0.00 -0.03 0.02 0.00
C 3.4627 7.0447 -2.3643 -0.01 -0.04 0.00 -0.08
C 3.6841 5.8229 -2.9824 0.01 0.03 0.01 -0.08
C 2.8904 4.7276 -2.6787 -0.06 0.00 -0.02 -0.02
C 1.8815 4.8413 -1.7279 0.03 0.11 0.14 -0.16
N 0.9943 3.8000 -1.3987 -0.12 -0.10 -0.19 0.17
C 1.2789 2.4707 -1.2656 0.10 0.14 0.07 -0.31
N 2.5736 2.1905 -1.0916 0.07 0.03 0.12 0.17
C 3.2432 0.9524 -1.1914 -0.05 0.02 -0.06 -0.16
C 2.5831 -0.2701 -1.1424 -0.01 -0.05 0.14 -0.08
C 3.4145 -1.3906 -1.2764 0.03 0.07 -0.05 -0.09
C 4.7871 -1.2990 -1.4240 -0.03 0.00 -0.01 -0.08
C 5.4136 -0.0588 -1.4395 -0.02 0.05 -0.03 -0.02
C 4.6331 1.0726 -1.3278 0.07 0.08 -0.03 -0.22
O 5.1310 2.3624 -1.2948 -0.10 -0.14 -0.01 -0.12
C 6.2744 2.6348 -2.0867 0.00 -0.02 -0.01 -0.07
N 0.3185 1.5643 -1.2800 -0.05 -0.23 -0.05 0.12
C -0.9859 2.1090 -1.5092 -0.12 -0.16 0.06 -0.27
C -1.5740 2.0536 -2.7570 -0.02 -0.08 0.03 -0.01
C -2.8666 2.5247 -2.9502 -0.04 0.01 0.02 -0.08
C -3.5657 3.0513 -1.8793 0.02 -0.01 0.03 -0.08
C -2.9848 3.1264 -0.6175 0.07 0.03 0.00 -0.03
C -1.6878 2.6668 -0.4301 -0.05 0.04 -0.02 -0.34
O -1.0067 2.6989 0.7435 0.01 0.08 -0.12 -0.12
C -1.7178 3.0155 1.9255 -0.02 -0.02 0.01 -0.06
H 0.1414 6.0276 1.7607 0.00 -0.03 -0.01 0.09
H 1.8913 6.1642 1.4674 -0.01 0.02 0.01 0.10
H 1.0460 4.6302 1.1253 0.00 0.00 -0.01 0.08
H 2.2446 8.1093 -0.9336 0.00 0.03 0.01 0.12
H 4.0733 7.9006 -2.6143 0.02 0.02 -0.01 0.10
H 4.4648 5.7221 -3.7239 0.01 0.00 -0.02 0.11
H 3.0388 3.7881 -3.1940 0.00 -0.02 -0.01 0.12
H 0.0418 4.0839 -1.2241 0.03 -0.02 0.01 0.14
H 3.1995 2.9824 -1.0332 -0.05 -0.04 0.00 0.13
H 2.9769 -2.3702 -1.2569 -0.09 -0.19 0.03 0.06
H 5.3831 -2.1978 -1.5131 0.01 -0.02 0.00 0.10
H 6.4874 0.0147 -1.5313 0.03 0.01 -0.02 0.11
H 7.1485 2.0794 -1.7462 0.02 0.00 0.03 0.08
H 6.4721 3.6992 -1.9829 -0.01 0.00 -0.01 0.09
H 6.0816 2.3949 -3.1361 0.02 -0.02 0.01 0.10
H -1.0158 1.6102 -3.5709 0.03 -0.01 -0.03 0.12
H -3.3237 2.4679 -3.9279 -0.01 0.00 -0.02 0.10
H -4.5779 3.4075 -2.0135 -0.02 0.01 -0.01 0.11
H -3.5474 3.5333 0.2093 -0.01 0.02 0.03 0.11
H -1.0022 2.9163 2.7378 -0.01 -0.02 0.00 0.09
H -2.5402 2.3127 2.0812 -0.02 0.01 0.01 0.09
H -2.1058 4.0371 1.8980 0.00 0.01 0.00 0.09
C -5.3471 -4.9055 1.0170 0.00 0.00 -0.02 -0.05
C -4.8677 -4.9299 -0.4401 -0.01 0.01 0.01 -0.56
C -4.7020 -6.3882 -0.8666 -0.01 0.04 0.01 -0.07
C -5.9340 -4.2827 -1.3338 0.01 -0.02 0.01 -0.05
C -3.5655 -4.1436 -0.5593 -0.05 0.04 0.01 -0.17
C -3.5241 -2.8028 -0.1995 0.05 -0.05 -0.03 -0.09
C -2.3491 -2.1003 -0.3191 0.18 0.03 0.00 -0.51
Br -2.3894 -0.2839 0.2031 -0.15 0.02 -0.10 1.01
C -1.1319 -2.6283 -0.8018 -0.21 0.02 0.01 -0.28
O -0.0520 -1.8470 -0.9308 -0.17 0.07 -0.28 -0.10
C -1.1686 -3.9995 -1.1388 -0.02 0.05 0.03 -0.07
C -2.3803 -4.6875 -1.0107 0.00 -0.03 0.02 0.01
C -0.0057 -4.8774 -1.6242 0.01 0.02 -0.04 -0.54
C 1.3217 -4.1469 -1.7296 0.06 0.06 -0.05 -0.07
C -0.3337 -5.4445 -3.0144 0.01 0.01 0.01 -0.04
C 0.1871 -6.0345 -0.6317 0.01 -0.02 -0.02 -0.04
H -6.2817 -5.4608 1.1158 -0.03 -0.01 0.01 0.08
H -5.5237 -3.8869 1.3633 0.00 0.01 0.01 0.08
H -4.6052 -5.3611 1.6739 0.02 -0.01 0.02 0.09
H -5.6561 -6.9065 -0.7617 -0.02 -0.01 0.00 0.08
H -3.9707 -6.9074 -0.2456 0.02 -0.02 0.01 0.09
H -4.3923 -6.4689 -1.9096 0.01 -0.01 -0.02 0.09
H -6.8770 -4.8269 -1.2524 -0.03 -0.01 0.00 0.08
H -5.6201 -4.2938 -2.3782 0.01 0.01 -0.03 0.09
H -6.1181 -3.2470 -1.0481 -0.01 0.03 0.00 0.08
H -4.3998 -2.2916 0.1740 -0.04 0.02 0.02 0.10
H -2.3731 -5.7323 -1.2800 -0.01 -0.01 -0.03 0.09
H 1.2590 -3.3117 -2.4243 0.06 0.03 0.02 0.09
H 2.0855 -4.8411 -2.0883 0.02 -0.02 0.01 0.09
H 1.6288 -3.7706 -0.7567 0.02 0.04 0.03 0.08
H -0.5113 -4.6366 -3.7257 0.00 0.02 -0.02 0.09
H -1.2132 -6.0875 -3.0070 -0.03 0.00 0.01 0.07
H 0.5077 -6.0387 -3.3756 0.03 -0.02 -0.02 0.08
H 0.4156 -5.6498 0.3631 0.00 0.01 0.02 0.09
H 1.0184 -6.6642 -0.9546 0.03 -0.02 -0.01 0.09
H -0.6996 -6.6632 -0.5554 0.03 -0.03 0.02 0.07
F -0.5545 1.9181 8.5441 -0.12 0.09 -0.04 0.13
C 0.4278 1.0518 8.2275 -0.01 -0.01 0.00 -0.59
F 0.1544 -0.0812 8.9007 -0.03 -0.14 0.00 0.14
F 1.5600 1.5474 8.7463 0.16 0.05 -0.02 0.13
C 0.5144 0.8210 6.7472 0.01 0.01 0.03 -0.13
C 1.6722 1.1087 6.0406 -0.03 0.00 0.04 -0.01
C 1.7148 0.8923 4.6733 -0.01 0.00 0.00 -0.02
C 0.6020 0.3878 3.9986 0.04 0.08 -0.02 -0.25
C -0.5565 0.0967 4.7263 -0.03 -0.01 0.00 -0.02
C -0.5995 0.3114 6.0895 0.02 0.02 0.03 -0.01
C 0.6360 0.1893 2.5815 -0.02 -0.07 -0.03 -0.09
C 0.6190 0.0107 1.3816 0.21 0.01 0.03 0.00
H 2.5366 1.5010 6.5570 0.02 0.01 0.01 0.12
H 2.6116 1.1128 4.1112 0.02 0.00 0.00 0.12
H -1.4172 -0.3003 4.2053 -0.01 -0.01 -0.01 0.12
H -1.4979 0.0854 6.6490 -0.02 -0.01 0.00 0.12
```
Positions in Å, forces in eV/Å.

## Properties
**Net charge**: 0
**HOMO-LUMO gap**: 8.3 eV
**HOMO energy**: -7.85 eV



What are the total energy values for these records? In order: -107525.223, -144866.771 eV.